1.
Here is a gas-phase ion, CH2NO3S (charge -1) from OMol25. Energies are from ωB97M-V with the def2-TZVPD basis set.

Values from the calculation:
SMILES string ... O=C(O)O[N-]S
E_HOMO ... -3.98 eV
Energy relative to the best compared isomer or geometry (same formula, charge and spin) ... 76.6 kcal per mole
Gap between HOMO and LUMO ... 7.565 eV
LUMO ... 3.585 eV
Charge ... -1
Spin multiplicity ... 1

Each line ends with the Löwdin charge.
Geometry (Å):
S: -1.2165 0.4401 0.6368  0.449
O: 2.0503 -0.1727 1.3168  0.022
O: 1.1003 0.0725 -0.8318  -0.117
O: 3.1300 0.6226 -0.4742  0.018
N: -0.5553 -0.0633 -0.6768  -0.553
C: 2.0546 0.2524 -0.0254  -0.739
H: 1.1352 -0.5416 1.4705  0.053
H: -1.2602 -0.8083 1.7051  -0.134

Forces on atoms 1 to 2 (eV/Å):
0.15 -1.22 2.27
-2.30 -0.06 -1.12


2.
Here is a gas-phase ion, CH2NO4S (charge -1) from OMol25. Energies are from ωB97M-V with the def2-TZVPD basis set.

Values from the calculation:
SMILES string ... NC(=O)S(=O)(=O)[O-]
E_HOMO ... -5.34 eV
Energy relative to the best compared isomer or geometry (same formula, charge and spin) ... 5.3 kcal per mole
Gap between HOMO and LUMO ... 9.420 eV
LUMO ... 4.075 eV
Charge ... -1
Spin multiplicity ... 1

Each line ends with the Löwdin charge.
Geometry (Å):
S: -2.4514 0.1867 -0.0095  0.450
O: -2.2560 0.7943 1.3037  -0.360
O: -2.0395 1.0733 -1.0525  -0.364
O: -3.8025 -0.4734 -0.1524  -0.402
O: -1.0283 -2.2111 0.3339  0.020
N: -0.0287 -0.2472 -0.3836  0.091
C: -1.1242 -1.0721 -0.0668  -0.535
H: -0.4132 0.6170 -0.6396  0.005
H: 0.8739 -0.3430 0.0446  0.093

Forces on atoms 1 to 2 (eV/Å):
-4.87 -1.90 2.07
0.15 -0.51 -0.09